(1)
83
Properties=species:S:1:pos:R:3 method="wB97M-V/def2-TZVPD" e_lumo_ev=-6.67 energy_ev=-50762.2919 charge=+2 homo_ev=-14.05 de_lowest_ev=0.000
Hf -0.06734 0.00760 0.87188
C -2.05606 1.66920 0.53157
C -2.51550 0.76031 -0.45752
C -2.28930 -0.45073 1.50815
C -1.99195 0.95945 1.79279
C -2.63529 -0.53824 0.11832
C -1.95915 3.15337 0.37298
H -1.56512 3.41937 -0.61492
H -1.30088 3.61053 1.12089
H -2.94084 3.64559 0.47169
C -2.00674 1.59045 3.14162
H -1.84286 2.67296 3.08822
H -1.24156 1.17182 3.80608
H -2.97622 1.43246 3.63812
C -2.47131 -1.52188 2.52995
H -3.53264 -1.63493 2.80102
H -1.91876 -1.30567 3.45298
H -2.13100 -2.49977 2.16452
C -3.29363 -1.70628 -0.54059
H -4.39506 -1.65559 -0.46609
H -2.99109 -2.65529 -0.09210
H -3.04607 -1.75556 -1.61070
C -3.03201 1.15311 -1.79783
H -4.03084 1.63311 -1.73183
H -3.13063 0.28927 -2.46516
H -2.36258 1.86393 -2.29771
C 1.42597 0.57724 -2.93588
C 0.39081 1.41823 -3.08079
C -0.26189 1.66091 -4.41146
C -1.14852 0.52081 -5.02137
C -1.26171 -0.79040 -4.27838
C -0.21788 -1.61757 -4.14868
C 1.13244 -1.30097 -4.75387
C 2.00638 -0.18656 -4.09482
H 0.50082 1.90790 -5.17158
H -0.74496 0.33039 -6.03162
H -0.89149 2.56245 -4.31985
H 2.28917 0.51247 -4.90187
H 1.93599 0.44819 -1.97295
H 0.00372 2.00966 -2.24468
H 2.94941 -0.64873 -3.75958
H 1.72213 -2.23235 -4.74974
H -0.31188 -2.59789 -3.67397
H 1.00395 -1.01202 -5.81070
H -2.16501 0.92539 -5.15926
H -2.26372 -1.06852 -3.93832
P 1.63692 2.05852 0.94577
C 1.33655 2.82831 2.59336
H 2.20027 3.45037 2.87651
H 1.17645 2.06398 3.37334
H 0.43911 3.46499 2.55717
C 3.35486 1.46089 1.15144
H 3.99605 2.26146 1.55337
H 3.74932 1.13597 0.17757
H 3.39101 0.59977 1.83583
C 1.82714 3.49376 -0.16491
H 2.23763 3.15607 -1.12438
H 2.50198 4.24276 0.27849
H 0.85175 3.95732 -0.35377
P 0.83686 -2.45996 0.23249
C -0.32547 -3.63700 -0.53561
H 0.22387 -4.48931 -0.96268
H -0.90317 -3.13376 -1.33223
H -1.03823 -4.00711 0.22221
C 2.36813 -2.62826 -0.75448
H 2.11114 -2.66766 -1.82838
H 2.91979 -3.54104 -0.46877
H 3.02038 -1.75873 -0.58754
C 1.28623 -3.38312 1.76167
H 1.58123 -4.41469 1.52783
H 0.42573 -3.41409 2.44569
H 2.11681 -2.88626 2.28124
C 2.53188 -0.73135 3.96790
C 1.03947 -0.87756 3.88902
C 0.28810 -0.23780 5.02642
O 0.56492 -0.37474 2.62045
H 2.81253 0.32305 4.00479
H 3.03660 -1.17066 3.10830
H 2.91344 -1.21460 4.87361
H 0.80909 -1.95049 3.91141
H 0.46826 0.84786 5.08292
H -0.79247 -0.42579 4.96065
H 0.63655 -0.66830 5.97635

(2)
94
Properties=species:S:1:pos:R:3 method="wB97M-V/def2-TZVPD" e_lumo_ev=-4.44 energy_ev=-78835.9233 charge=+1 homo_ev=-9.05
C -3.16865 1.47580 -1.80285
C -3.26350 2.87381 -1.01757
C -2.24560 3.03132 0.20929
C -0.87259 2.22894 0.05357
C -0.04447 2.56070 -1.27684
C 0.54418 1.14811 -1.82466
C 2.01462 1.27899 -2.45860
C 2.96083 0.08659 -1.89590
N 4.25272 0.24419 -2.65176
N 3.15015 0.03046 -0.39912
C 3.87686 1.17707 0.21408
C 3.35798 1.61907 1.65203
C 4.29554 1.07491 2.86597
N 5.11551 -0.10819 2.48056
C 2.61817 -1.06447 0.12043
N 2.59487 -1.39318 1.54302
C 1.37843 -1.38400 2.00131
S -0.25535 -1.65751 2.10759
C 1.92750 -2.13374 -0.89204
P 2.78187 -3.83723 -0.84350
C 2.82836 -4.53262 0.94932
C 1.81656 -5.14592 -1.80424
C 2.42844 -1.41182 -2.25146
I 4.36514 -2.48782 -2.63270
C 1.67189 -1.67282 -3.63878
C 0.24876 -2.36844 -3.51197
O -0.00539 -3.27868 -4.34815
N -0.80601 -2.01279 -2.54532
C -1.44316 -3.25989 -1.96360
C -1.92093 -1.41898 -3.38713
H -4.24582 1.16299 -2.04326
H -2.64940 1.67883 -2.79441
H -2.70343 0.63229 -1.19811
H -3.17487 3.75375 -1.75079
H -4.32842 2.95021 -0.59049
H -1.98785 4.14211 0.32601
H -2.75719 2.66182 1.16840
H -1.09085 1.11829 0.15535
H -0.18740 2.50011 0.93829
H -0.70880 2.96496 -2.12439
H 0.78514 3.32109 -1.07464
H -0.15783 0.78315 -2.65979
H 0.54740 0.33612 -1.01981
H 2.42306 2.31294 -2.16953
H 1.97583 1.28282 -3.60318
H 4.05530 0.38067 -3.65797
H 4.72487 1.12276 -2.37147
H 3.72875 2.08407 -0.47736
H 4.99592 0.94734 0.16642
H 2.28886 1.32170 1.89167
H 3.39253 2.76465 1.75093
H 3.65085 0.74587 3.76145
H 5.03236 1.87955 3.22370
H 6.08901 -0.03814 2.79045
H 4.73866 -0.99059 2.83800
H 0.83683 -2.05004 -0.56998
H 3.06418 -5.64564 0.97364
H 3.55038 -3.89064 1.54984
H 1.80587 -4.41910 1.47569
H 2.57529 -5.97211 -2.06630
H 1.38029 -4.79679 -2.79196
H 1.03318 -5.65011 -1.12693
H 2.31469 -2.35501 -4.29985
H 1.51315 -0.72478 -4.27019
H -2.01021 -3.04040 -1.00129
H -2.21657 -3.67501 -2.70211
H -0.66924 -4.07052 -1.77613
H -2.27450 -2.12074 -4.20916
H -2.83694 -1.21279 -2.72456
H -1.51985 -0.48066 -3.88971
C -4.34948 -6.68752 4.77343
O -4.06951 -6.22370 3.45222
C -2.82656 -5.75265 3.28715
O -1.97077 -5.69542 4.13368
O -2.69899 -5.35320 2.00986
C -1.41518 -4.82595 1.69228
H -5.37924 -7.04399 4.78894
H -3.69179 -7.51779 5.03774
H -4.25395 -5.87428 5.49556
H -0.64076 -5.58315 1.83505
H -1.20222 -3.93852 2.29411
H -1.42458 -4.53642 0.64088
C -1.98132 9.97870 2.82060
O -3.21689 9.39114 2.41560
C -3.10483 8.13719 1.95494
O -2.08221 7.50342 1.86382
O -4.32983 7.70948 1.61233
C -4.36011 6.37939 1.10179
H -2.19336 10.98787 3.17341
H -1.53548 9.41195 3.64043
H -1.29135 10.04500 1.97696
H -4.00845 5.66980 1.85391
H -3.76402 6.30309 0.18970
H -5.39507 6.13869 0.85815

(3)
94
Properties=species:S:1:pos:R:3 method="wB97M-V/def2-TZVPD" e_lumo_ev=4.23 energy_ev=-255422.9319 charge=-2 homo_ev=-2.60 de_lowest_ev=0.876
K 0.84858 1.05401 0.83696
O 1.17809 5.26160 0.06853
C 0.94910 4.22773 0.72390
O 0.15390 3.30395 0.38488
C 1.62713 4.11333 2.13340
C 0.65609 3.57861 3.18796
C 1.23365 3.79485 4.60846
C 2.21926 2.60463 4.71736
C 2.15149 2.05931 3.27628
O 0.74180 2.17024 3.04377
C 2.81654 3.11735 2.34414
C 3.61168 2.58546 1.09732
O 4.81271 2.92669 1.05164
O 2.99533 1.86403 0.28381
H 1.95863 5.12257 2.38025
H -0.37995 3.89487 3.05297
H 0.44599 3.73694 5.36264
H 1.72523 4.76441 4.70118
H 1.85075 1.84669 5.41028
H 3.22501 2.90214 5.01501
H 2.45945 1.02028 3.14766
H 3.57912 3.63698 2.92546
C 1.51831 0.88588 -4.61519
As 1.36733 1.16801 -2.60512
C 1.20608 3.10880 -2.73282
C -0.48098 0.41717 -2.36082
C -1.83273 1.11977 -2.60087
C -1.86878 1.90863 -3.91653
C -2.16046 2.12100 -1.47534
As -2.32194 1.49883 0.39338
C -2.86675 3.24526 1.09701
C -4.21086 0.80410 0.37271
C -2.95645 0.06499 -2.63069
As -3.33068 -1.14030 -4.18585
C -2.62574 -2.81155 -3.42725
C -1.88143 -0.94878 -5.53459
H 2.50469 1.22796 -4.93394
H 0.76992 1.42175 -5.20016
H 1.45026 -0.18236 -4.83811
H 0.51159 3.43387 -3.50770
H 2.20399 3.47120 -2.98095
H 0.94148 3.52183 -1.75873
H -0.48111 0.00485 -1.34082
H -0.42183 -0.46582 -3.00796
H -1.34142 2.85585 -3.80415
H -2.90592 2.13273 -4.18819
H -1.41324 1.35852 -4.73686
H -3.09723 2.63303 -1.73068
H -1.36524 2.86999 -1.40560
H -3.77165 3.60176 0.60008
H -2.03686 3.92939 0.92460
H -3.05768 3.16130 2.16736
H -4.86338 1.41906 -0.25231
H -4.58578 0.83467 1.39778
H -4.25971 -0.22978 0.02878
H -3.91213 0.57901 -2.49113
H -2.83109 -0.60576 -1.77399
H -3.19611 -3.07846 -2.53881
H -1.57820 -2.70690 -3.14950
H -2.72733 -3.61637 -4.15706
H -2.07839 -0.10440 -6.19374
H -1.90784 -1.85879 -6.13730
H -0.88803 -0.84583 -5.10453
C 3.03982 -3.27653 0.11215
C 2.92366 -3.14229 1.63634
C 3.64429 -4.31429 2.31563
C 3.52888 -1.81764 2.08959
O 1.56044 -3.28503 2.04885
P 0.53258 -1.97122 2.05946
O 0.72707 -1.13979 3.25961
O 0.59185 -1.33932 0.69561
O -0.85216 -2.80066 2.26317
C -1.40347 -3.80311 1.42270
C -0.82865 -3.83324 0.01558
C -2.90409 -3.49832 1.36530
C -1.16411 -5.15738 2.10581
H 4.08696 -3.21004 -0.19184
H 2.47232 -2.47240 -0.35480
H 2.63977 -4.24068 -0.21553
H 4.70293 -4.32533 2.04506
H 3.19122 -5.25949 2.00835
H 3.55280 -4.21926 3.39946
H 4.59705 -1.80520 1.86203
H 3.38365 -1.68413 3.16332
H 3.06837 -0.98370 1.55861
H -0.95625 -2.86411 -0.46245
H -1.34440 -4.60543 -0.55849
H 0.23621 -4.05820 0.04598
H -3.05318 -2.52242 0.89652
H -3.31369 -3.46144 2.37602
H -3.43582 -4.25996 0.79023
H -0.08915 -5.31886 2.19751
H -1.60788 -5.97133 1.52613
H -1.60326 -5.14999 3.10581